8
Properties=species:S:1:pos:R:3:nbo_charge:R:1 method="wB97M-V/def2-TZVPD" fmax_ev_per_a=2.70 homo_lumo_gap_ev=6.18 lumo_ev=3.630 energy_ev=-27312.4957 e_above_lowest_kj_mol=354.6 total_charge=-1
O -0.3698 -2.3767 0.3411 -0.493
N -0.3689 -1.2390 -0.2011 0.030
C 0.6262 -0.3604 -0.0093 -0.186
C 0.4959 0.9946 -0.0422 -0.418
S -1.0298 1.7579 0.2497 0.149
S -2.3228 0.3254 -0.2612 -0.470
H 1.6383 -0.7697 0.0579 0.185
H 1.3310 1.6678 -0.1348 0.202

=====

58
Properties=species:S:1:pos:R:3:nbo_charge:R:1 method="wB97M-V/def2-TZVPD" fmax_ev_per_a=4.72 homo_lumo_gap_ev="2.34 / 2.30" lumo_ev="-13.539 / -13.629" energy_ev=-66719.3547 e_above_lowest_kj_mol=0.0 total_charge=+3
C -0.6234 -0.7019 -5.7887 -0.732
C -0.4953 -1.6837 -4.6246 0.440
H -0.0670 0.1911 -5.4553 0.262
H -1.6582 -0.3881 -6.0269 0.288
H -0.2739 -1.1162 -6.7188 0.266
O 0.0470 -1.2970 -3.5865 -0.495
I 1.5692 -3.3501 -5.3120 0.757
Sn -0.9593 -0.4751 0.3974 1.004
P 2.2804 -0.6713 -1.1056 0.871
C 3.2554 0.6035 -0.2200 -0.928
C 3.1226 -2.2192 -0.5393 -0.914
H 4.1956 -2.0611 -0.4630 0.248
H 4.3248 -0.7801 -2.5191 0.255
H 2.9029 -2.9872 -1.2775 0.241
H 2.8270 -1.2160 -3.3899 0.206
H 3.0205 0.6616 0.8507 0.191
H 2.7087 -2.4939 0.4261 0.222
C 3.2646 -0.5350 -2.6481 -0.913
H 4.3285 0.4620 -0.3589 0.257
H 3.1622 0.5013 -2.9823 0.249
H 2.9776 1.5573 -0.6758 0.252
P -3.1863 -0.5225 -1.0550 0.881
C -4.3580 0.3451 0.0352 -0.950
C -3.5393 0.0274 -2.7601 -0.949
H -3.3682 -2.7880 -1.9569 0.261
H -4.8337 -2.3484 -1.0125 0.281
H -3.2999 -2.7750 -0.1805 0.259
C -3.7350 -2.2724 -1.0563 -0.940
H -3.2312 -0.7349 -3.4862 0.253
H -4.5989 0.2720 -2.9624 0.288
H -5.3787 -0.0241 -0.1557 0.280
H -4.3392 1.4294 -0.1551 0.273
H -2.9285 0.9169 -2.9686 0.255
H -4.0903 0.1784 1.0894 0.253
Cl -1.9095 -2.7854 -4.4296 0.011
C 2.1517 1.1690 4.6811 -0.438
N 1.7556 0.3130 3.4928 -0.357
C 2.4440 -1.0041 3.4371 -0.413
C 0.1875 0.0729 3.4469 -0.234
C -0.4541 1.2591 2.8367 -0.067
C -0.8740 2.3075 3.6318 -0.194
C -1.3071 3.4804 3.0357 -0.168
C -1.2506 3.6270 1.6459 -0.162
C -0.8933 2.5664 0.8152 -0.237
C -0.5897 1.3889 1.4667 -0.552
H 1.7513 0.6923 5.6057 0.242
H 1.7559 2.2028 4.5860 0.253
H 3.2562 1.2217 4.7696 0.255
H 2.0379 0.8732 2.6589 0.436
H 1.9623 -1.6252 4.1819 0.239
H 2.3019 -1.3994 2.4367 0.218
H 3.5104 -0.8728 3.6670 0.251
H 0.0485 -0.8734 2.8986 0.224
H -0.0623 -0.1271 4.4905 0.251
H -0.8205 2.2344 4.7060 0.236
H -1.6723 4.2954 3.6583 0.258
H -1.4918 4.6048 1.2007 0.251
H -0.8609 2.6739 -0.2773 0.229

=====

Repeat the first record exactly.
8
Properties=species:S:1:pos:R:3:nbo_charge:R:1 method="wB97M-V/def2-TZVPD" fmax_ev_per_a=2.70 homo_lumo_gap_ev=6.18 lumo_ev=3.630 energy_ev=-27312.4957 e_above_lowest_kj_mol=354.6 total_charge=-1
O -0.3698 -2.3767 0.3411 -0.493
N -0.3689 -1.2390 -0.2011 0.030
C 0.6262 -0.3604 -0.0093 -0.186
C 0.4959 0.9946 -0.0422 -0.418
S -1.0298 1.7579 0.2497 0.149
S -2.3228 0.3254 -0.2612 -0.470
H 1.6383 -0.7697 0.0579 0.185
H 1.3310 1.6678 -0.1348 0.202